[1]
A structure of composition C26H28BrClCoN3O9S in a non-equilibrium geometry, computed with ωB97M-V with the def2-TZVPD basis set.

```
70
Properties=species:S:1:pos:R:3
Co 0.25681 0.13957 1.84182
O 0.97131 -1.40879 3.60305
C 1.03218 -2.75088 3.14269
C 1.23627 -2.87077 1.62957
C 2.65710 -2.54275 1.16158
C 2.80752 -1.24115 0.42730
C 3.62668 -1.20271 -0.69802
C 3.93001 0.00449 -1.29408
C 3.41160 1.15589 -0.72379
C 2.58136 1.03796 0.37349
N 2.25526 -0.13177 0.93118
H 0.04104 -1.18695 3.75176
H 0.10935 -3.27525 3.41378
H 1.86668 -3.23144 3.67115
H 0.52865 -2.20470 1.12680
H 0.98512 -3.88983 1.33318
H 3.02479 -3.34269 0.51663
H 3.33034 -2.48410 2.02365
H 4.03783 -2.12267 -1.08448
H 4.57948 0.04340 -2.15720
H 3.63314 2.12730 -1.13322
H 2.16709 1.92576 0.83231
Br 3.99597 -0.01475 3.60430
C 2.95822 1.55687 3.76075
C 3.58388 2.68463 4.26747
C 2.81377 3.82859 4.40744
C 1.47161 3.76783 4.08368
C 0.94232 2.56744 3.62592
N 1.68912 1.48294 3.43016
C -0.57923 2.39564 3.44078
O -1.29594 3.29619 3.84841
O -0.91036 1.27193 2.98330
H 4.62502 2.66000 4.54920
H 3.25426 4.74042 4.78415
H 0.80569 4.60889 4.18520
Cl -4.72117 -2.38860 1.08686
C -3.21897 -2.65943 1.96321
C -1.99465 -1.98881 1.25139
O -1.77280 -2.26021 0.08637
O -1.31318 -1.29866 2.05449
H -3.05692 -3.73852 1.99324
H -3.33692 -2.24964 2.96485
C -5.80211 -0.28516 -3.83585
C -4.31004 -0.44009 -3.84488
C -3.66195 -1.22253 -2.89598
C -2.27867 -1.31413 -2.86661
C -1.54806 -0.62273 -3.81411
C -2.17159 0.14508 -4.77841
C -3.54991 0.24176 -4.79090
S 0.24520 -0.64239 -3.81999
O 0.74405 -1.94341 -3.47753
O 0.66997 -0.09074 -5.08440
N 0.76756 0.39374 -2.64348
C 0.33193 1.76940 -2.75332
C -0.78849 2.11660 -1.76272
C -0.31898 1.74763 -0.34441
O 0.06907 2.60471 0.44454
O -0.29103 0.50050 -0.11258
H -6.28245 -1.12291 -3.33648
H -6.19524 -0.20195 -4.84821
H -6.06500 0.62643 -3.29716
H -4.24001 -1.75615 -2.15592
H -1.78423 -1.89464 -2.10387
H -1.56213 0.65134 -5.51101
H -4.04104 0.85594 -5.53291
H 0.56679 0.00998 -1.72046
H -0.00070 1.91722 -3.78644
H 1.19316 2.42890 -2.57870
H -1.68153 1.53702 -2.00009
H -1.02393 3.17994 -1.80843
```

Results
LUMO level (spin up / spin down)   2.29 / 2.29 eV
Spin multiplicity   4
DFT total energy   -6664.3766 hartree
Gap between HOMO and LUMO (spin up / spin down)   0.3179 / 0.3193 hartree
Energy relative to the best compared isomer or geometry (same formula, charge and spin)   11.0 kJ/mol
Total charge   -1
HOMO energy (spin up / spin down)   -6.3639 / -6.4033 eV

Here are the natural (NBO) charges for atoms 1 to 4, given in e: atom 1 (Co): 1.59, atom 2 (O): -0.75, atom 3 (C): -0.06, atom 4 (C): -0.44

[2]
An isolated molecule of C4H8O, computed with ωB97M-V with the def2-TZVPD basis set.

```
13
Properties=species:S:1:pos:R:3
O 1.49508 -0.78971 1.04390
C 1.29749 0.37547 0.26658
C -0.01494 0.39554 -0.51287
C -1.32454 0.55273 0.20256
C -0.97679 -0.75957 -0.43502
H 1.63052 -1.52407 0.43154
H 2.13562 0.52438 -0.43068
H 1.32442 1.20464 0.98161
H 0.05039 0.88323 -1.48269
H -1.29412 0.59992 1.28836
H -2.09394 1.16874 -0.25545
H -0.72426 -1.57327 0.23854
H -1.50493 -1.05802 -1.33639
```

Results
LUMO level   1.05 eV
DFT total energy   -232.4033 hartree
SMILES   OCC1CC1
Gap between HOMO and LUMO   0.4107 hartree
Energy relative to the best compared isomer or geometry (same formula, charge and spin)   111.1 kJ/mol
HOMO energy   -10.1254 eV

Here are the natural (NBO) charges for atoms 1 to 4, given in e: atom 1 (O): -0.71, atom 2 (C): -0.06, atom 3 (C): -0.27, atom 4 (C): -0.42

[3]
A cluster of 2 separate species, C2H8NO2 in total in a non-equilibrium geometry, computed with ωB97M-V with the def2-TZVPD basis set.

```
13
Properties=species:S:1:pos:R:3
C 0.51502 -0.61394 -0.10653
O -0.76189 -0.74942 -0.52003
C 1.33559 0.66939 -0.47980
N 0.54918 1.87152 0.05651
H 1.29540 -1.38859 -0.47778
H 0.63156 -0.87892 0.99997
H 1.59200 0.85324 -1.55144
H 2.27909 0.57283 0.05297
H -0.35051 1.49016 -0.24238
H 0.87954 2.67797 -0.50558
H -2.37544 -1.11500 0.21969
H -2.58134 -1.72606 1.75674
O -3.00820 -1.66318 0.79765
```

Results
LUMO level   4.47 eV
DFT total energy   -286.2114 hartree
Gap between HOMO and LUMO   0.2750 hartree
Energy relative to the best compared isomer or geometry (same formula, charge and spin)   94.3 kJ/mol
Total charge   -1
HOMO energy   -3.0119 eV

Here are the natural (NBO) charges for atoms 1 to 4, given in e: atom 1 (C): -0.02, atom 2 (O): -0.96, atom 3 (C): -0.25, atom 4 (N): -0.88

[4]
An isolated molecule of C4H12N2 in a non-equilibrium geometry, computed with ωB97M-V with the def2-TZVPD basis set.

```
18
Properties=species:S:1:pos:R:3
C 1.90649 1.27004 -0.77042
N 2.04748 0.16322 0.15440
C 0.97410 -0.28009 0.96810
C -0.27105 -0.86127 0.22828
N -1.26919 0.16677 -0.02314
C -2.57867 -0.33836 -0.35109
H 0.85935 1.37017 -1.05090
H 2.15182 2.21162 -0.28663
H 2.49398 1.06662 -1.64702
H 2.70568 -0.53854 -0.12526
H 0.59466 0.51664 1.61657
H 1.26909 -1.08700 1.64187
H -0.65697 -1.63045 0.92642
H -0.05016 -1.33111 -0.72889
H -1.32908 0.80673 0.74516
H -2.59141 -0.76592 -1.35308
H -3.34485 0.42087 -0.24794
H -2.91130 -1.15991 0.30356
```

Results
LUMO level   1.19 eV
DFT total energy   -269.0727 hartree
SMILES   CNCCNC
Gap between HOMO and LUMO   0.3375 hartree
Energy relative to the best compared isomer or geometry (same formula, charge and spin)   114.5 kJ/mol
HOMO energy   -7.9964 eV

Here are the natural (NBO) charges for atoms 1 to 4, given in e: atom 1 (C): -0.41, atom 2 (N): -0.65, atom 3 (C): -0.21, atom 4 (C): -0.23

In g mol⁻¹, the molar mass values for the records above are, in order, 732.879, 72.107, 78.091, 88.154.